{
  "formula": "C44H72F5N3OS",
  "method": "ωB97M-V/def2-TZVPD",
  "species": ["C", "C", "C", "C", "C", "C", "C", "C", "C", "C", "C", "O", "C", "C", "C", "C", "C", "C", "C", "C", "C", "C", "F", "F", "C", "F", "F", "F", "S", "C", "C", "N", "C", "C", "C", "C", "C", "N", "C", "N", "C", "C", "H", "H", "H", "H", "H", "H", "H", "H", "H", "H", "H", "H", "H", "H", "H", "H", "H", "H", "H", "H", "H", "H", "H", "H", "H", "H", "H", "H", "H", "H", "H", "H", "H", "H", "H", "H", "H", "H", "H", "H", "H", "H", "H", "H", "C", "C", "C", "C", "C", "C", "H", "H", "H", "H", "H", "H", "H", "H", "H", "H", "H", "H", "H", "H", "C", "C", "C", "C", "C", "C", "H", "H", "H", "H", "H", "H", "H", "H", "H", "H", "H", "H", "H", "H"],
  "xyz": [[0.9885, -7.1596, 3.6536], [1.2071, -5.5504, 3.9331], [0.0038, -4.9111, 4.9023], [-0.8773, -3.7417, 4.0993], [-2.4986, -3.8890, 4.3093], [-3.2293, -3.2575, 2.9605], [-4.5254, -2.3080, 3.2830], [-4.3022, -0.7061, 3.0192], [-2.7613, -0.1765, 3.1968], [-2.0524, -0.2412, 4.6797], [-2.7914, -0.7749, 6.0609], [-3.1497, 0.4159, 6.8644], [-4.5211, 0.8718, 6.5894], [-4.6070, 2.2158, 5.6230], [-0.5080, 0.3007, 4.8020], [0.3363, 0.9121, 3.4940], [-0.4431, 0.9466, 2.0537], [-2.0113, 0.4129, 1.8228], [-2.7340, 0.5170, 0.3551], [-3.2386, -0.9088, -0.2767], [-2.6487, -1.2149, -1.7822], [-1.0619, -1.6236, -1.8299], [-0.8679, -2.3822, -3.1221], [-0.1358, -0.4424, -1.9430], [-0.5661, -2.6332, -0.6368], [-1.4932, -3.7590, -0.3567], [-0.2619, -1.9680, 0.6537], [0.7382, -3.2283, -1.1094], [0.5195, 1.6602, 0.5654], [2.3100, 1.3653, 1.0297], [3.3993, 1.2429, -0.2180], [2.8874, 1.3795, -1.6452], [5.0106, 1.0211, 0.1438], [5.4027, 0.8990, 1.7424], [4.2915, 1.0181, 2.9846], [4.8294, 0.9280, 4.5353], [6.2475, 0.0901, 4.6779], [7.4532, 0.7554, 4.7655], [2.6791, 1.2649, 2.6227], [1.7306, 1.4121, 3.7889], [1.7450, 2.8041, 4.3860], [2.1327, 2.6038, 5.9949], [0.7100, -7.3937, 2.5194], [0.1484, -7.5445, 4.3741], [1.9968, -7.7064, 3.8945], [2.2628, -5.4017, 4.4173], [1.2396, -5.0267, 2.8674], [-0.7352, -5.7296, 5.3025], [0.5752, -4.4009, 5.8117], [-0.6747, -3.9572, 2.9436], [-0.4451, -2.6731, 4.3207], [-2.9103, -3.4605, 5.3172], [-2.7214, -5.0614, 4.3386], [-3.6513, -4.2042, 2.3683], [-2.4205, -2.7815, 2.2615], [-4.9830, -2.5131, 4.3664], [-5.3864, -2.6508, 2.5305], [-4.8095, -0.3828, 1.9880], [-4.9439, -0.1410, 3.8523], [-2.0386, -1.4566, 6.6887], [-3.7103, -1.4573, 5.8123], [-4.9962, 1.2101, 7.6308], [-5.2414, 0.0546, 6.1616], [-3.5485, 2.6729, 5.3749], [-5.1653, 1.9841, 4.5949], [-5.2395, 3.0977, 6.1135], [0.0151, 0.2530, 5.8550], [-2.1118, 1.0646, -0.4709], [-3.7138, 1.1800, 0.5147], [-4.4243, -0.8468, -0.4008], [-3.0389, -1.8500, 0.3903], [-3.2367, -2.0557, -2.3699], [-2.7642, -0.2240, -2.4332], [3.6692, 1.2144, -2.3245], [2.4207, 2.2994, -1.8124], [5.7909, 0.9705, -0.7438], [6.5545, 0.7585, 1.9833], [3.9904, 0.4131, 5.1721], [5.0213, 1.9963, 5.0324], [6.1421, -1.0932, 4.7069], [7.3135, 1.7928, 4.7521], [2.5611, 3.4865, 3.8646], [0.6728, 3.2915, 4.2721], [3.0501, 3.2878, 6.3056], [2.3649, 1.4618, 6.2406], [1.2398, 2.9105, 6.7007], [0.6376, 3.9884, -4.5281], [2.0806, 3.5712, -4.7666], [3.0967, 4.4716, -4.0601], [3.0993, 5.9372, -4.5097], [3.3448, 6.1663, -6.0030], [4.7078, 5.6788, -6.4710], [0.4341, 4.9850, -4.9294], [-0.0429, 3.2868, -5.0212], [0.4038, 3.9912, -3.4588], [2.2809, 3.5363, -5.8422], [2.2109, 2.5462, -4.3967], [4.0979, 4.0467, -4.1985], [2.9063, 4.4431, -2.9798], [3.8691, 6.4714, -3.9380], [2.1457, 6.4041, -4.2360], [3.2735, 7.2423, -6.2046], [2.5584, 5.6898, -6.5993], [5.5102, 6.1713, -5.9133], [4.8439, 5.9060, -7.5333], [4.8140, 4.5979, -6.3462], [-2.5707, -1.7922, -9.7463], [-1.3102, -2.0306, -8.9293], [-1.5887, -2.6079, -7.5395], [-2.4182, -1.7133, -6.6111], [-1.8378, -0.3217, -6.3480], [-0.4872, -0.3549, -5.6484], [-3.2222, -1.0506, -9.2758], [-2.3085, -1.4197, -10.7417], [-3.1366, -2.7209, -9.8709], [-0.7403, -1.0993, -8.8511], [-0.6715, -2.7365, -9.4753], [-0.6316, -2.8428, -7.0589], [-2.1108, -3.5667, -7.6508], [-2.5417, -2.2329, -5.6522], [-3.4285, -1.5993, -7.0218], [-2.5420, 0.2334, -5.7160], [-1.7543, 0.2430, -7.2835], [-0.5567, -0.8826, -4.6923], [-0.1420, 0.6647, -5.4490], [0.2719, -0.8489, -6.2608]],
  "mulliken_charge": [-0.86, -0.17, -0.70, 0.36, -0.64, 0.28, -0.91, -0.56, 0.33, 1.13, -0.87, -0.42, -0.20, -0.71, -1.22, -0.38, 0.16, 0.29, -1.03, 0.33, -1.32, 0.97, -0.35, -0.21, 0.41, -0.24, -0.05, -0.28, -0.32, 0.61, 0.09, -0.28, -0.67, -0.52, 0.36, -0.10, -0.05, -0.62, -0.62, 0.87, -0.25, -0.89, 0.23, 0.25, 0.23, 0.35, 0.14, 0.36, 0.24, -0.11, -0.21, 0.17, 0.42, 0.45, -0.64, 0.34, 0.32, 0.33, 0.07, 0.29, 0.19, 0.33, 0.18, 0.18, 0.18, 0.30, 0.13, 0.41, 0.30, 0.41, -0.19, 0.33, 0.34, 0.27, 0.12, 0.17, 0.22, 0.07, 0.14, 0.29, 0.29, 0.43, 0.31, 0.25, 0.18, 0.26, -1.13, -0.22, -0.62, -0.93, -0.39, -1.18, 0.36, 0.33, 0.22, 0.35, 0.27, 0.33, 0.29, 0.43, 0.34, 0.37, 0.23, 0.29, 0.38, 0.27, -1.19, -0.40, -0.73, -0.59, -0.46, -0.41, 0.28, 0.38, 0.29, 0.23, 0.37, 0.29, 0.42, 0.18, 0.37, 0.35, 0.34, 0.01, -0.11, 0.33],
  "total_energy_ev": -77710.357,
  "total_charge": 0,
  "lumo_energy_ev": -0.041,
  "homo_energy_ev": -7.48
}